80
Properties=species:S:1:pos:R:3:forces:R:3 method="wB97M-V/def2-TZVPD" multiplicity=2 homo_ev="-8.1 / -9.0" charge=+1 e_tot_ev=-78854.8537 gap_ev="4.63 / 5.57"
Ir 0.79734 1.38881 -2.20788 0.73 -0.17 0.01
O -0.94391 2.17619 -2.89730 -0.04 -0.08 0.24
N -1.59378 2.94527 -2.00311 0.12 0.07 0.00
C -2.76424 3.46308 -2.43725 -0.01 0.01 0.02
C -3.50579 4.28504 -1.63952 0.01 0.00 -0.03
C -3.02995 4.58560 -0.35864 -0.01 -0.01 0.03
C -1.83786 4.05590 0.05901 0.02 0.02 0.00
C -1.08486 3.22304 -0.78266 0.01 0.00 -0.16
S 0.47129 2.61635 -0.34035 0.00 0.01 -0.02
H -3.01964 3.16918 -3.44374 -0.02 0.00 0.00
H -4.43163 4.69391 -2.01444 -0.01 -0.01 0.00
H -3.59491 5.23462 0.29602 0.01 0.02 0.00
H -1.43038 4.27980 1.03492 0.01 0.01 0.00
F -3.91173 -1.55234 1.83516 -0.01 0.01 0.00
C -2.61344 -1.90054 1.69830 0.01 0.00 -0.04
C -1.83740 -1.22433 0.80117 0.03 -0.05 0.01
C -0.50742 -1.60433 0.60382 -0.05 -0.05 0.05
C 0.32203 -0.85311 -0.34152 -0.05 -0.06 -0.16
O -0.25543 0.01204 -1.03585 -0.15 0.21 0.09
C 1.69920 -1.21855 -0.40011 0.01 0.05 0.04
C 2.10442 -2.30636 0.31451 -0.01 -0.05 0.00
N 1.32576 -3.05483 1.12527 0.02 -0.01 -0.11
C 1.88840 -4.21582 1.77617 0.01 0.00 0.05
C 2.68923 -5.16963 0.94665 -0.01 0.03 0.00
C 1.32913 -5.56800 1.43553 0.02 0.00 0.01
C 0.00896 -2.68321 1.33037 -0.03 0.06 0.04
C -0.79274 -3.33127 2.27695 -0.02 0.01 -0.01
C -2.10863 -2.95374 2.47220 0.01 0.02 -0.01
N -2.87921 -3.63252 3.45067 0.07 -0.05 0.03
C -3.04728 -5.07105 3.33973 -0.05 -0.02 -0.02
C -2.87873 -5.67796 4.74348 -0.02 0.01 0.03
N -3.16815 -4.58409 5.73773 0.03 0.02 -0.02
C -4.38968 -3.81305 5.33157 0.01 -0.02 0.01
C -4.03798 -3.00544 4.06682 -0.04 0.01 0.01
C 2.81359 -0.54449 -1.20017 -0.03 0.01 0.10
O 3.85769 -1.16093 -1.31812 0.03 0.04 0.05
O 2.61122 0.64628 -1.63486 -0.11 -0.10 -0.20
H -2.24509 -0.40502 0.22515 -0.01 0.00 0.00
H 3.13691 -2.61514 0.21657 0.00 0.00 -0.01
H 2.21566 -4.03569 2.79371 -0.02 -0.01 0.00
H 3.56068 -5.61353 1.40395 0.00 0.00 0.01
H 2.78992 -4.94669 -0.10613 0.01 -0.01 0.00
H 1.25927 -6.29820 2.23026 -0.01 -0.01 -0.01
H 0.53402 -5.60045 0.70277 0.00 0.01 0.00
H -0.37221 -4.12378 2.87980 -0.01 0.00 0.01
H -2.30548 -5.48987 2.66571 0.01 0.01 0.01
H -4.03524 -5.32248 2.93459 0.01 0.00 -0.01
H -1.86441 -6.02128 4.93764 0.00 0.00 -0.02
H -3.57730 -6.48929 4.93825 0.01 -0.01 0.00
H -2.37604 -3.93745 5.71327 0.00 0.00 0.03
H -3.25179 -4.95798 6.68199 -0.02 -0.02 -0.01
H -4.69200 -3.17711 6.15975 0.00 0.01 -0.01
H -5.16971 -4.55067 5.15249 -0.01 0.01 0.01
H -3.78950 -1.97835 4.32833 0.00 0.00 0.00
H -4.92008 -2.98425 3.42119 0.01 0.01 0.00
Cl -0.03441 7.50190 -1.27722 -0.02 0.02 0.00
C 1.50508 6.69101 -1.33946 0.01 -0.03 0.02
C 2.52604 7.16237 -0.54292 -0.01 0.00 0.00
C 3.75923 6.51981 -0.54857 0.01 0.00 0.01
C 3.95614 5.39673 -1.35282 0.00 0.00 0.00
C 2.93779 4.93016 -2.14941 -0.01 0.04 -0.01
C 1.66623 5.56586 -2.18682 0.01 -0.04 0.08
C 0.65828 5.04884 -3.00177 -0.04 0.00 -0.04
H 2.35613 8.02910 0.08108 0.00 0.00 0.00
H 4.55903 6.89417 0.07602 0.00 0.00 0.00
H 4.91148 4.88863 -1.34908 0.00 0.00 0.00
H 3.07355 4.04992 -2.76588 0.00 0.00 0.00
H 0.86811 4.16789 -3.59208 -0.09 0.03 -0.05
H -0.32521 5.49485 -3.03157 0.02 0.05 -0.03
C 2.99447 2.35567 -5.69884 0.05 0.01 0.05
C 2.78587 1.55222 -4.42235 0.33 0.22 0.19
C 2.58863 0.07669 -4.73247 0.04 -0.04 -0.05
O 1.64020 2.10513 -3.78553 -0.76 -0.17 -0.18
H 3.95262 2.10793 -6.15929 -0.02 -0.03 -0.01
H 2.98240 3.42332 -5.47863 0.03 0.01 0.00
H 2.19851 2.14467 -6.41505 -0.03 0.02 0.01
H 3.66393 1.67000 -3.77667 -0.03 -0.04 0.03
H 1.69380 -0.05009 -5.34611 -0.01 0.01 0.00
H 2.48572 -0.51263 -3.82078 0.01 0.03 -0.03
H 3.44530 -0.31644 -5.28358 0.00 -0.01 0.00